Entry 1:
The following is a DFT calculation (the ωB97M-V functional and the def2-TZVPD basis) of a structure of composition C12H13BiClO2 in a non-equilibrium geometry.

Output
- Max |F|: 2.8 eV/Å
- Charge: -1
- E_LUMO: 0.127 hartree
- ΔE to the lowest compared entry with this formula, charge and spin: 0.902 eV
- Electronic energy: -1290.34214 Eh

Geometry as XYZ:
```
29
Properties=species:S:1:pos:R:3:mulliken_charge:R:1
C 1.02 1.60 2.01 -0.791
C 1.31 2.43 0.84 -0.592
C 2.10 1.64 -0.10 -0.297
H 0.92 3.46 0.67 0.347
C 2.28 0.31 0.47 -0.588
C 1.62 0.29 1.78 -0.582
H 1.52 -0.58 2.46 0.504
H 0.40 1.88 2.87 0.523
H 2.44 1.96 -1.10 0.508
H 2.75 -0.56 -0.02 0.386
Bi -0.29 0.44 0.23 1.691
Cl -2.12 1.44 1.51 -0.631
C -1.84 0.16 -1.64 -0.691
C -0.63 -0.53 -2.12 -0.596
C 0.36 0.49 -2.45 -0.469
H -0.49 -1.62 -2.15 0.396
C -0.22 1.80 -2.19 -0.403
C -1.58 1.61 -1.70 -0.698
H -2.26 2.39 -1.33 0.455
H -2.74 -0.33 -1.22 0.538
H 1.40 0.28 -2.76 0.374
H 0.30 2.77 -2.25 0.410
C -0.81 -3.66 1.32 -1.203
C -1.06 -2.24 1.00 0.953
O -2.15 -1.69 1.12 -0.647
O 0.05 -1.68 0.53 -0.780
H -1.74 -4.09 1.68 0.340
H -0.05 -3.76 2.09 0.282
H -0.48 -4.21 0.44 0.261
```



Entry 2:
The following is a DFT calculation (the ωB97M-V functional and the def2-TZVPD basis) of the molecule C12H13BrN2O2 in a non-equilibrium geometry.

Output
- Max |F|: 17.9 eV/Å
- Structure (SMILES): O[C@@H](COc1ccc(Br)cc1)CN1[C@@H]2N=C[C@@H]21
- E_LUMO: 0.014 hartree
- ΔE to the lowest compared entry with this formula, charge and spin: 10.510 eV
- Electronic energy: -3298.67995 Eh

Geometry as XYZ:
```
30
Properties=species:S:1:pos:R:3:mulliken_charge:R:1
O -1.35 -0.20 -1.40 -0.503
C -2.34 0.73 -1.25 0.441
C -1.71 2.10 -0.49 -0.787
O -1.21 2.05 0.81 -0.418
C 0.00 1.27 1.17 0.617
C 0.14 0.73 2.58 -1.018
C 1.47 0.18 2.64 -0.091
C 2.50 0.08 1.74 -0.304
Br 4.05 -0.85 2.25 -0.166
C 2.20 0.60 0.50 0.191
C 1.15 0.96 0.10 -0.388
C -3.13 1.06 -2.25 -1.137
N -3.62 0.06 -2.96 0.497
C -3.19 -0.87 -3.86 -0.022
N -3.96 -1.87 -4.26 -0.491
C -4.98 -1.88 -3.18 -0.839
C -4.64 -0.67 -2.72 0.146
H -0.86 0.18 -2.25 0.443
H -2.90 0.23 -0.51 0.281
H -2.58 2.90 -0.24 0.231
H -0.92 2.49 -0.99 0.459
H -0.64 0.75 3.20 0.532
H 1.58 -0.18 3.64 0.351
H 3.03 0.70 -0.21 0.368
H 1.12 1.51 -0.90 0.156
H -3.90 1.82 -1.89 0.341
H -2.55 1.65 -3.03 0.321
H -2.34 -0.53 -4.67 0.223
H -5.78 -2.34 -3.22 0.484
H -5.43 -0.34 -1.71 0.082
```